1.
C10H14N2PW as an isolated structure. Source: OMol25; level of theory: ωB97M-V/def2-TZVPD.

Frontier orbital gap (alpha / beta) (eV): 6.5 / 5.7
HOMO (alpha / beta) (eV): -10.5 / -10.1
E_LUMO (alpha / beta) (hartree): -0.14676 / -0.16213
Energy relative to the best compared isomer or geometry (same formula, charge and spin) (kJ/mol): 0.0

Geometry as ORCA input:
```
! RIJCOSX wB97M-V def2-TZVPD def2/J DEFGRID3
* xyz 1 3
H 2.01666 2.87111 1.21490
H 3.23734 -1.12475 -0.10551
H 1.55408 -0.12891 -1.95977
C -0.95771 0.73423 2.53612
C 2.82376 0.77891 1.01693
H 3.38397 0.65570 1.95140
H -4.31194 -0.15753 5.40106
H -0.18130 -1.85779 -1.90094
H 0.02959 1.14018 2.32494
C -1.51541 0.76075 3.82248
C 1.87904 0.37598 -1.05358
H -3.02204 0.80827 6.01577
C -2.82388 -0.51478 1.75887
C -2.75249 0.13316 4.07327
W -2.45665 0.01031 -0.25510
N -3.39958 0.26125 5.25640
H -3.03908 -1.12034 0.80084
C 2.06593 1.93712 0.66195
N -1.65244 0.22286 1.48078
P -1.55403 -1.81027 -1.39997
C 2.73949 -0.15695 -0.05884
C 1.42693 1.69929 -0.57590
H -2.26833 -1.97451 -2.64175
H -1.64755 -3.17049 -0.89107
H 0.74574 2.38342 -1.09292
H -4.29668 -1.16432 3.18587
C -3.36148 -0.61973 3.01944
H -1.00443 1.27721 4.63685
*
```

Mulliken atomic charge list, values in e, 8 entries: 0.457, 0.405, 0.602, -0.057, -0.259, 0.422, 0.202, 0.104

2.
One molecule with the formula C2H4N4. Source: OMol25; level of theory: ωB97M-V/def2-TZVPD.

Frontier orbital gap (eV): 9.6
SMILES: Nc1cnn[nH]1
HOMO (eV): -8.9
E_LUMO (hartree): 0.02528
Energy relative to the best compared isomer or geometry (same formula, charge and spin) (kJ/mol): 129.0

Geometry as ORCA input:
```
! RIJCOSX wB97M-V def2-TZVPD def2/J DEFGRID3
* xyz 0 1
N 0.85638 -1.38162 0.13427
N -0.33665 0.34199 -1.11075
H 1.56728 -1.26899 0.84856
H -0.73089 -0.16130 -1.89255
H -0.39053 0.49329 2.10242
N -0.97779 1.51996 -0.84809
C -0.38618 0.61401 1.02979
N -0.97214 1.68969 0.41972
H 1.30898 -1.60450 -0.74382
C 0.06155 -0.24253 0.06047
*
```

Mulliken atomic charge list, values in e, 8 entries: -0.538, 0.092, 0.254, 0.287, 0.401, -0.526, -0.546, -0.209

3.
C13H19ClN2O3W as an isolated structure. Source: OMol25; level of theory: ωB97M-V/def2-TZVPD.

Frontier orbital gap (alpha / beta) (eV): 3.6 / 3.8
HOMO (alpha / beta) (eV): -14.6 / -14.5
E_LUMO (alpha / beta) (hartree): -0.40412 / -0.39532
Energy relative to the best compared isomer or geometry (same formula, charge and spin) (kJ/mol): 123.5

Geometry as ORCA input:
```
! RIJCOSX wB97M-V def2-TZVPD def2/J DEFGRID3
* xyz 2 3
H 4.19611 -3.03199 -0.07782
H 1.16436 1.36413 -2.00194
O 0.50105 -0.77847 -0.52852
C -1.31220 -1.08399 0.65534
H -4.08137 -0.63143 2.51665
H 4.23226 -0.48954 -0.88218
H 4.25684 -0.80288 -2.62568
Cl 0.39066 3.47797 -0.47233
H 4.04791 0.84655 -2.05084
C -3.77022 0.42278 0.55049
N 2.54546 -1.79915 0.07372
H 1.25242 -2.92134 1.28548
H -2.69605 3.27360 -1.01068
C -3.37218 2.40978 -1.06886
C -3.54071 1.84644 0.27379
O 0.16590 0.52395 3.65379
C -3.19401 2.49286 1.51220
O -1.41639 -2.23979 0.62002
H 3.41461 -2.66906 -1.62684
H -4.19737 -0.29826 -0.16344
H -4.39297 2.74632 -1.42383
C 3.84038 -0.19975 -1.85629
C 3.25277 -2.90681 -0.59074
H -2.97265 3.52966 1.63408
W -1.91568 0.62321 1.39142
H 1.49942 -1.23253 1.80094
H 2.21131 0.93006 -3.38829
C -3.73201 0.20988 1.97857
N 2.37128 -0.36350 -1.81988
H -3.34093 1.68095 3.66550
C -3.32658 1.52507 2.56395
C 1.56643 0.54386 -2.61253
H -2.96818 1.68908 -1.80805
H 2.67853 -3.82040 -0.49170
H 0.74534 -0.01874 -3.05341
C 1.71689 -0.97066 -0.76132
C -0.59283 0.70325 2.78033
C 1.97877 -2.14187 1.36947
H 2.79362 -2.43926 1.98942
*
```

Mulliken atomic charge list, values in e, 8 entries: 0.357, -0.211, -0.633, 0.365, 0.560, 0.396, 0.329, -0.033

4.
A 3-piece molecular cluster, C4H13NO2 overall. Source: OMol25; level of theory: ωB97M-V/def2-TZVPD.

Frontier orbital gap (eV): 8.3
SMILES: C/C=C/NC.O.O
HOMO (eV): -7.5
E_LUMO (hartree): 0.02876
Energy relative to the best compared isomer or geometry (same formula, charge and spin) (kJ/mol): 122.8

Geometry as ORCA input:
```
! RIJCOSX wB97M-V def2-TZVPD def2/J DEFGRID3
* xyz 0 1
H -0.07784 -1.32731 -1.38016
C -0.79743 0.25914 -0.39169
C -1.80250 -0.39606 0.22036
N 0.09419 -0.35344 -1.25459
H -2.63974 1.43247 0.85098
H 1.44913 0.83953 1.25267
C 1.27195 0.25071 -1.86728
H 2.06299 0.29623 -1.10936
O 1.54691 -1.80169 1.00221
H 2.34317 1.97726 1.44027
H -3.88817 0.22013 0.69250
H 0.80536 -1.24663 0.68665
O 1.68586 1.66397 0.81036
H -2.75454 0.10294 2.07100
H -2.05583 -1.42101 -0.01312
H 1.12533 -2.59826 1.34542
H 1.09641 1.32089 -1.95927
H -0.66786 1.33037 -0.26192
C -2.84820 0.36496 1.00373
H 1.62476 -0.23947 -2.75970
*
```

Mulliken atomic charge list, values in e, 8 entries: 0.244, -0.414, 0.054, -0.217, 0.320, 0.303, -0.818, 0.286

5.
A 2-piece molecular cluster, H3O2PS overall. Source: OMol25; level of theory: ωB97M-V/def2-TZVPD.

Frontier orbital gap (eV): 9.9
SMILES: O=PO.S
HOMO (eV): -10.1
E_LUMO (hartree): -0.00523
Energy relative to the best compared isomer or geometry (same formula, charge and spin) (kJ/mol): 96.0

Geometry as ORCA input:
```
! RIJCOSX wB97M-V def2-TZVPD def2/J DEFGRID3
* xyz 0 1
P 2.06273 -0.21673 0.69095
H 1.01749 -1.29579 -1.07678
O 2.12164 1.04508 -0.04914
H -1.45600 -2.77580 0.56032
H -2.03806 -0.84215 0.82050
S -1.70734 -1.61161 -0.18356
O 1.56312 -1.46609 -0.28959
*
```

What are the Mulliken partial charges on each atom? They are as follows, in elementary charge units: 0.508, 0.337, -0.416, 0.193, 0.157, -0.368, -0.410

6.
C4H19N2SiSr as an isolated structure. Source: OMol25; level of theory: ωB97M-V/def2-TZVPD.

Frontier orbital gap (alpha / beta) (eV): 3.3 / 3.3
HOMO (alpha / beta) (eV): -0.6 / -0.6
E_LUMO (alpha / beta) (hartree): 0.09740 / 0.09740
Energy relative to the best compared isomer or geometry (same formula, charge and spin) (kJ/mol): 0.0

Geometry as ORCA input:
```
! RIJCOSX wB97M-V def2-TZVPD def2/J DEFGRID3
* xyz -1 1
H -1.15930 -2.03391 2.73900
H -1.26284 -2.20338 0.54860
Sr -2.26762 0.70785 -0.59024
H -2.12840 -0.50796 2.56139
C 1.61495 1.08831 0.81145
Si 0.29787 -0.05821 3.00521
H 1.21006 -0.83586 5.07892
H -0.02029 -0.48672 -2.57044
H 1.51288 -2.02857 3.75601
H 1.28514 0.22740 1.47701
H 0.46955 1.07091 -2.47079
H -1.11027 1.90637 3.42728
H -1.51812 -1.01904 4.14964
H 0.12639 1.55880 4.75017
H 2.37050 1.71687 1.33114
C -0.05557 1.65402 3.66069
N -1.89884 -1.82811 -0.15060
C -1.27999 -1.00039 3.06996
H 2.07270 0.58627 -0.04698
H 2.53180 -0.51202 3.91710
H -1.75474 -2.38337 -1.01195
H 0.66627 2.38316 3.24823
C 1.53120 -0.95784 4.03284
H -2.82464 -2.10483 0.22904
H 0.74229 1.68614 0.49790
H -0.91227 0.68770 -3.26710
N -0.38540 0.46018 -2.42179
*
```

Mulliken atomic charge list, values in e, 8 entries: 0.201, 0.227, -0.719, 0.038, -0.930, 0.294, 0.306, 0.212

7.
A 7-piece molecular cluster, C20H42N2O19S2 overall. Source: OMol25; level of theory: ωB97M-V/def2-TZVPD.

Frontier orbital gap (eV): 9.0
HOMO (eV): -9.7
E_LUMO (hartree): -0.02914
Energy relative to the best compared isomer or geometry (same formula, charge and spin) (kJ/mol): 0.0

Geometry as ORCA input:
```
! RIJCOSX wB97M-V def2-TZVPD def2/J DEFGRID3
* xyz 0 1
C 21.86400 19.08200 27.15000
H 18.41200 14.24000 27.28600
H 27.36100 16.41300 28.12100
H 25.74100 20.73700 31.17300
O 17.38800 18.92400 27.28400
O 21.67400 17.83200 36.15300
C 25.27000 20.69700 30.23800
H 25.14800 19.82400 28.39400
H 21.82800 14.10600 31.17700
C 27.31900 15.33000 27.68200
H 18.74400 19.34400 31.05500
O 23.91600 20.80700 26.56500
O 24.20000 16.19100 28.35600
S 22.57000 20.45300 26.15900
C 22.12600 17.63700 35.06000
H 28.86100 19.75700 30.11700
C 27.88300 19.52900 27.65400
H 27.93300 18.58400 28.17600
C 23.80200 19.17800 22.62000
H 18.65300 15.26100 29.01900
C 28.32600 20.73200 29.71300
H 22.21900 18.12900 26.83400
H 24.12500 18.47100 24.79200
O 22.48600 16.95000 29.59300
H 26.04800 16.23600 26.25800
C 26.53200 15.20600 26.33500
C 22.35000 13.46400 30.69100
H 23.21700 18.61900 22.15800
C 27.07900 21.86500 27.87800
O 29.66800 14.39500 25.37600
H 27.15500 22.57400 28.63600
C 19.04900 15.04500 27.99700
H 22.95700 12.77500 31.25200
H 23.90000 20.28200 22.20200
O 24.40900 17.38000 30.17400
H 21.11000 14.58000 28.78100
C 18.96300 18.68800 30.20100
H 16.99500 17.91600 30.73900
H 24.33100 19.08900 30.43900
H 24.89500 19.94100 24.36400
O 27.56300 14.88000 25.32900
C 17.93400 17.60500 30.21500
O 28.64000 14.92200 27.28600
N 27.28400 20.54000 28.60300
H 29.14900 21.38700 29.29700
H 19.31700 15.88900 27.50400
C 20.25600 14.13700 28.23900
O 21.37800 17.72000 33.88100
H 22.32400 18.35500 32.10000
C 28.74000 14.71200 26.01300
C 26.07400 20.01900 29.10400
H 19.92700 18.21600 30.20600
H 27.24700 19.40400 26.65800
H 27.91500 22.23200 27.16100
O 21.59400 21.52600 26.14500
C 22.13600 17.37900 32.73100
C 23.88600 19.35100 24.17800
O 22.68100 19.95300 24.55300
S 21.15600 12.37100 30.01700
C 17.85100 18.60200 28.34900
O 20.59700 11.67600 31.14200
H 20.28000 13.56000 27.34500
H 22.97700 13.81600 29.89500
H 21.74400 16.68200 32.05800
H 26.14200 19.05000 29.37600
O 18.65900 19.38800 29.03800
C 23.43400 16.88900 33.41000
H 23.30800 15.75200 33.42900
N 23.67600 16.73000 29.39200
H 26.19000 21.96700 27.19600
O 21.68900 11.52800 29.03600
H 27.96700 21.23900 30.55900
O 23.31200 17.21300 34.82100
H 21.69800 19.24600 28.18100
H 24.48100 17.30500 33.13800
H 25.20100 21.68000 29.83400
O 17.51500 17.59800 28.92300
O 24.10400 20.00700 30.63700
H 24.77100 18.61100 22.37600
H 25.79200 14.49500 26.22800
H 18.15200 16.62000 30.62400
O 19.92700 13.27000 29.31100
H 26.87000 14.79400 28.42500
H 28.91500 19.77300 27.44500
H 20.83900 19.08200 26.82500
*
```

Mulliken atomic charge list, values in e, 8 entries: -1.246, 0.371, -0.298, 0.330, -0.654, -0.564, -0.749, 0.213

8.
A 4-piece molecular cluster, H8O4 overall. Source: OMol25; level of theory: ωB97M-V/def2-TZVPD.

Frontier orbital gap (alpha / beta) (eV): 11.6 / 3.8
HOMO (alpha / beta) (eV): -15.1 / -15.1
E_LUMO (alpha / beta) (hartree): -0.13221 / -0.41791
Energy relative to the best compared isomer or geometry (same formula, charge and spin) (kJ/mol): 29.3

Geometry as ORCA input:
```
! RIJCOSX wB97M-V def2-TZVPD def2/J DEFGRID3
* xyz 1 2
O -5.70774 15.48296 20.26877
H -4.01769 16.17384 21.28085
H -5.78704 19.06712 19.96990
H -6.42672 14.85112 20.26048
H -5.77934 19.18094 15.64045
H -5.73695 18.31662 18.65608
H -4.71872 18.17793 16.04163
O -3.59966 17.02786 21.39098
O -5.46921 18.25611 19.57307
H -6.10084 16.29793 19.95648
H -4.14409 17.62891 20.88249
O -5.31092 18.83820 16.40160
*
```

Mulliken atomic charge list, values in e, 8 entries: -0.588, 0.453, 0.341, 0.365, 0.325, 0.312, 0.324, -0.036